Record 1
Here is a structure of composition C30H50As2ClF6IrO3P from the Open Molecules 2025 dataset. Energies are from ωB97M-V/def2-TZVPD.

Atoms and positions in Å:
H (-6.568652, -0.986676, 0.595319)
F (1.234031, -1.283874, -1.783186)
C (-1.622913, -4.636471, 1.375414)
H (-2.958998, 4.799541, 3.256595)
C (-2.183061, -1.935557, -2.562006)
As (-0.096033, 1.485026, -2.152454)
F (1.208857, -2.065353, 0.425885)
C (-3.303661, -3.661585, -4.065447)
H (-3.986846, -2.726766, 2.920449)
F (2.076973, 0.106120, -0.016517)
C (1.129935, 6.820037, 3.133052)
C (-4.964877, -0.682766, -0.803004)
H (-2.299856, -3.678421, -5.978979)
H (-2.635418, 1.796734, -0.102361)
H (-2.931331, -4.632922, -3.730616)
F (2.828763, -3.119466, -1.124858)
H (-3.532176, -2.673297, 0.249764)
C (-2.874728, -4.445885, 2.220369)
C (-0.429737, 1.767694, 1.622116)
H (0.675517, 0.011508, -4.043234)
Cl (1.919709, 8.334044, 2.999283)
H (-2.892155, -5.162273, 3.041324)
H (-3.787236, -3.307139, -1.991802)
C (1.602182, 2.367836, -1.959752)
H (-5.603198, -0.296279, -1.601081)
H (-3.500744, 0.454992, -1.906537)
F (3.656588, -1.647450, 0.766647)
H (-3.281420, 0.749506, 1.120079)
C (-0.982345, 5.518155, 3.519971)
C (-0.297020, 4.313328, 3.354055)
C (-0.925391, -2.959152, -4.466914)
C (-4.781592, 1.936989, 0.156662)
C (1.066018, 4.371544, 3.102435)
H (-0.736382, -4.426750, 1.978983)
H (-5.006822, -0.793816, 1.347981)
H (-2.860290, 6.540067, 3.672790)
H (-2.062588, -4.272423, -0.712664)
H (-1.264609, 3.416490, -3.176182)
C (-2.426899, 5.556727, 3.833098)
O (-0.653012, 0.542474, 1.265937)
C (-3.476190, 1.149724, 0.127200)
H (-4.893517, -1.752333, -0.980262)
H (-3.757982, -4.664760, 1.612486)
H (1.619510, 3.213936, -2.647393)
C (-0.972027, -2.798433, -2.939745)
O (-0.163124, 2.703196, 0.887363)
C (-0.245007, 6.767936, 3.403585)
H (-4.659217, 2.839575, 0.757781)
H (-2.650169, -1.006285, 2.024272)
O (-1.020633, 3.190854, 3.529289)
H (1.643002, 3.466240, 2.980700)
H (-2.694687, -2.085378, -5.390158)
H (-5.019022, 2.275618, -0.856849)
H (-2.462936, -2.966735, 3.748583)
C (-2.943808, -3.015353, 2.769831)
C (-0.079101, 0.789680, -3.951662)
As (2.606594, -1.555267, -0.546909)
C (-5.639682, -0.419746, 0.537711)
C (-2.467442, -2.447044, 0.380463)
C (-1.642837, -3.727066, 0.132827)
H (-0.340902, -3.849047, -4.704580)
H (-1.163835, 1.184810, 3.574591)
C (-2.262646, -2.003866, 1.834820)
H (1.708124, 2.713304, -0.935353)
H (-1.068463, -3.773658, -2.468343)
F (3.682770, -0.817704, -1.626539)
C (-5.924525, 1.073230, 0.719100)
P (-2.146697, -1.159956, -0.895488)
H (-1.232167, 3.587342, -1.399833)
Ir (-0.093516, -0.219685, -0.485542)
C (-0.501208, 1.925033, 3.134462)
H (-1.189130, -1.963125, 2.035976)
H (-0.797088, 7.691357, 3.532098)
H (0.166816, 1.612753, -4.622745)
H (0.496625, 1.758953, 3.550561)
H (-1.534958, -5.674182, 1.054251)
H (-0.029727, -2.378100, -2.585337)
C (-3.484585, -2.720902, -2.862301)
H (-0.392209, -2.115769, -4.912823)
H (-2.173682, -1.054125, -3.213423)
C (-3.575821, 0.013431, -0.905217)
H (-4.291615, -2.017381, -3.069873)
H (-0.616012, -3.461576, -0.134694)
H (2.402827, 1.673046, -2.207106)
C (-1.401957, 2.900718, -2.225520)
H (-2.410335, 2.507930, -2.177801)
C (1.785608, 5.624865, 2.988135)
H (-6.858988, 1.330602, 0.218541)
H (-1.055306, 0.399155, -4.223100)
H (2.849385, 5.596429, 2.793586)
H (-6.074483, 1.288984, 1.778156)
H (-4.275688, -3.847588, -4.521775)
H (-2.572134, 5.287869, 4.887073)
C (-2.331267, -3.069437, -5.076245)

Cartesian forces (eV/Å) of the 6 atoms listed first:
0.002 -0.020 -0.003
0.254 0.441 -0.167
0.034 -0.029 -0.017
-0.030 0.008 0.006
-0.037 -0.016 0.059
-0.284 0.151 0.290

Values from the calculation:
- ⟨S²⟩: 0.768
- 2S+1: 2
- E: -7375.03594 hartree
- Net charge: +2

Atomic partial charges in e from the Mulliken method, atoms 1 to 6:
1. H 0.5810
2. F -0.6566
3. C -0.9908
4. H 0.1927
5. C 1.4428
6. As 0.7668

Record 2
Here is an isolated molecule of C25H26N2O5 at a distorted geometry from the Open Molecules 2025 dataset. Energies are from ωB97M-V/def2-TZVPD.

Atoms and positions in Å:
C (-4.611357, -0.792020, -0.839830)
C (-3.939099, -0.994250, 1.355237)
H (-4.751396, 1.382899, -1.009075)
C (0.713979, 1.217685, -1.201072)
O (-0.548343, -1.365145, 0.421693)
C (-3.925467, 0.482629, -0.825142)
H (-0.767972, -2.026373, -2.377815)
C (3.271506, 1.024983, -0.123782)
O (-2.291794, 2.638888, -0.732489)
H (1.573212, -2.613251, -0.249315)
C (1.605704, 2.470060, -0.890663)
C (-2.478983, 0.506753, 2.625875)
C (5.042747, -0.290369, 0.756008)
H (1.179169, 4.164793, -2.140989)
H (-5.831364, -0.397278, 0.764759)
H (6.300243, -2.489516, 1.093984)
C (2.598725, -0.281618, -0.711756)
C (-1.625069, 1.556937, 2.364009)
H (5.415088, -3.127224, -0.372929)
C (-2.258397, 2.091394, 0.211897)
C (-0.608987, -1.177387, -1.848907)
C (2.564229, -2.601493, -0.698775)
H (1.200606, 4.623894, -0.128534)
H (-2.504088, -0.328094, 3.396420)
C (4.340971, -1.424369, 0.344567)
H (-0.155692, 1.514442, -2.001392)
O (4.572560, 0.950465, 0.509781)
C (5.292910, -2.739148, 0.671539)
H (-3.325219, 1.093217, -1.726040)
H (3.332926, 3.102841, 0.247927)
N (-2.436345, -2.105870, -0.475376)
H (-0.798552, 3.291595, 0.985345)
H (-3.055926, -1.544352, -2.459280)
C (-2.963895, -2.217635, 0.961085)
H (-0.902940, 1.834085, 3.311786)
H (-0.309892, 3.774788, -1.100516)
C (-1.588511, 2.380403, 1.468196)
H (-1.250122, -0.089859, -2.106488)
C (1.279576, -0.010708, -1.172759)
H (-4.363451, -1.407052, 2.268530)
C (-3.460961, -1.713110, -1.335323)
H (-3.544507, -3.287035, 0.882424)
H (-3.990232, -2.732274, -1.467310)
H (4.549365, -3.181064, 1.402821)
N (-3.146086, 0.818022, 0.361312)
C (0.906593, 3.831622, -1.031850)
C (2.824843, 2.416269, -0.276661)
H (-5.624545, -1.968847, 0.313806)
C (-3.085012, 0.234885, 1.346410)
O (0.696124, -0.993470, -1.903519)
C (-1.233622, -1.296238, -0.425747)
C (3.083009, -1.297842, -0.056199)
H (-5.320637, -0.736621, -1.467665)
H (-2.179185, -2.462053, 1.612949)
C (-5.212869, -1.147326, 0.507580)
H (3.163044, -3.592132, -0.195725)
O (6.074897, -0.016945, 1.183435)
H (2.601548, -2.665263, -1.827739)

Cartesian forces (eV/Å) of the 6 atoms listed first:
6.345 -0.487 2.219
-0.332 -5.910 1.137
1.319 -1.818 1.449
1.158 5.086 -2.235
8.161 0.787 11.603
-0.900 8.157 -2.153

Values from the calculation:
- SMILES: Cc1cc(OCC(=O)N2C[C@H]3C[C@@H](C2)c2cccc(=O)n2C3)c2c(C)c(C)c(=O)oc2c1
- E: -1453.32885 hartree
- Net charge: 0

Atomic partial charges in e from the Mulliken method, atoms 1 to 6:
1. C -0.5617
2. C -0.5229
3. H 0.3110
4. C -0.1029
5. O -0.3821
6. C -0.7208

Record 3
Here is a cluster of 11 separate species, C21H64N6O11 in total at a distorted geometry from the Open Molecules 2025 dataset. Energies are from ωB97M-V/def2-TZVPD.

Atoms and positions in Å:
O (-0.332402, -2.826480, 4.868618)
H (0.963598, -4.623480, -0.736382)
H (-0.054402, 3.085520, -2.594382)
H (-0.369402, -6.909480, -1.777382)
C (-2.190402, -2.588480, -3.817382)
N (-2.262402, 4.361520, 0.349618)
C (-1.183402, -2.161480, 4.276618)
H (0.942598, 0.498520, 1.322618)
H (0.688598, -0.659480, -3.444382)
N (-3.977402, 2.244520, 0.480618)
H (-1.835402, -0.148480, 3.822618)
O (-2.151402, -4.663480, -0.285382)
H (-1.244402, -5.670480, -2.756382)
H (-1.668402, -3.782480, 2.896618)
H (-0.682402, -0.180480, 5.166618)
H (2.635598, -4.048480, 3.979618)
O (2.263598, 4.683520, -3.893382)
H (-2.027402, -2.305480, 4.917618)
H (-2.162402, -6.735480, -1.727382)
C (-1.385402, -2.734480, 2.855618)
C (0.573598, 3.963520, -2.733382)
H (1.462598, 4.560520, 0.746618)
C (0.680598, -0.077480, 0.434618)
H (0.143598, 2.872520, 1.744618)
C (-0.027402, -4.203480, -0.810382)
H (3.785598, -3.186480, 3.144618)
H (-2.321402, -3.928480, -0.862382)
H (3.157598, -0.701480, 3.268618)
H (-0.087402, -3.379480, -0.070382)
H (1.675598, 4.977520, -4.611382)
H (-2.400402, -1.079480, -1.727382)
H (1.635598, -1.694480, -0.669382)
H (-3.225402, 2.907520, -2.085382)
O (-3.714402, 1.928520, -3.871382)
H (-0.564402, -1.160480, -0.405382)
O (-3.342402, 0.377520, -0.810382)
C (-1.378402, -1.502480, -3.157382)
C (2.808598, 2.677520, -2.775382)
H (-1.902402, 2.110520, -3.021382)
N (3.584598, 2.336520, 1.214618)
C (-1.193402, -6.221480, -1.828382)
H (-4.121402, 2.717520, 1.402618)
H (-1.900402, -3.550480, -3.436382)
C (2.479598, 3.022520, 1.420618)
C (1.727598, -1.159480, 0.293618)
O (-0.472402, -0.555480, 0.349618)
H (-2.870402, 3.504520, 0.133618)
H (1.202598, -2.232480, 3.988618)
N (2.323598, 4.067520, 0.638618)
C (-1.063402, 4.249520, 0.900618)
H (3.839598, 2.818520, -3.123382)
H (0.687598, -2.296480, -2.802382)
H (-2.040402, -2.162480, 2.223618)
H (0.672598, 4.396520, -1.745382)
H (-0.111402, -0.537480, 3.461618)
H (-0.368402, 1.240520, -1.105382)
H (-0.123402, -3.840480, -1.841382)
C (2.710598, -3.280480, 3.194618)
O (3.696598, 0.089520, 3.076618)
H (4.957598, -0.102480, 4.560618)
H (-2.602402, 3.684520, -3.446382)
C (4.188598, 0.602520, 4.283618)
H (-3.268402, 1.663520, -4.642382)
H (-2.517402, 5.289520, -0.020382)
H (4.196598, 2.538520, 0.437618)
H (2.762598, -0.790480, 0.252618)
H (-1.640402, -0.461480, -3.434382)
H (-0.350402, -2.564480, 5.778618)
H (3.330598, 0.694520, 4.966618)
H (0.293598, -1.937480, -4.491382)
N (-0.776402, 3.066520, 1.371618)
C (-2.837402, 2.686520, -3.062382)
H (2.874598, 4.439520, -0.085382)
H (-0.929402, -5.851480, 0.268618)
H (-2.387402, 1.463520, 2.115618)
H (-1.548402, 0.216520, 1.207618)
C (0.165598, -1.575480, -3.470382)
H (1.104598, 0.531520, -1.680382)
H (1.518598, -1.776480, 1.149618)
H (-3.238402, -2.455480, -3.641382)
O (2.073598, -2.084480, 3.612618)
H (2.480598, 1.615520, -2.888382)
O (1.584598, 2.678520, 2.363618)
N (-2.355402, 0.929520, 1.269618)
H (1.528598, 3.002520, -4.324382)
H (-0.427402, -2.710480, 2.285618)
H (3.793598, 1.436520, 1.770618)
H (0.009598, 4.730520, -3.317382)
H (2.315598, -3.624480, 2.223618)
H (-1.960402, -2.662480, -4.856382)
C (-1.108402, -5.227480, -0.645382)
C (0.634598, 0.916520, -0.769382)
H (4.571598, 1.592520, 4.005618)
O (-1.601402, -1.539480, -1.921382)
C (1.834598, 3.583520, -3.482382)
C (-0.924402, -0.681480, 4.184618)
H (1.272598, 1.784520, -0.544382)
C (-3.205402, 1.171520, 0.281618)
H (-4.722402, 2.363520, -0.271382)
H (2.865598, 2.955520, -1.692382)
H (-1.341402, 2.203520, 1.214618)
O (-0.201402, 5.300520, 1.034618)

Cartesian forces (eV/Å) of the 6 atoms listed first:
8.883 -5.612 4.332
0.470 -0.233 0.000
-0.348 0.005 0.053
0.307 -0.324 -0.311
0.717 0.093 -0.827
-2.439 0.849 -1.759

Values from the calculation:
- SMILES: NC(N)=O.NC(N)=O.NC(N)=O.CC(C)O.CC(C)O.CC(C)O.CC(C)O.CC(C)O.CO.CO.CO
- E: -1994.47253 hartree
- Net charge: 0

Atomic partial charges in e from the Mulliken method, atoms 1 to 6:
1. O -0.5230
2. H 0.4891
3. H -0.5564
4. H 0.3891
5. C -1.3865
6. N -0.3119

The evaluated ΔE to the lowest compared entry with this formula, charge and spin for the records listed, in turn: 87.1; 1866.8; 736.6 kJ/mol.